Molecular formula: C74H158N8O9S
Method: DFT, ωB97M-V/def2-TZVPD

Computed properties:
Maximum force ... 0.093 Eh/bohr
E_HOMO ... -0.2908 hartree
Total energy ... -4427.05420 Ha
Kohn-Sham gap ... 7.91 eV

```
! RIJCOSX wB97M-V def2-TZVPD def2/J DEFGRID3
* xyz 0 1
C -0.96 0.64 -0.18
S -0.03 -0.95 -0.16
O -0.36 -1.44 -1.57
C 1.67 -0.23 -0.08
H -0.54 1.35 -0.90
H -0.95 1.15 0.79
H -2.03 0.51 -0.31
H 1.85 0.29 0.86
H 1.88 0.30 -1.01
H 2.30 -1.11 -0.12
C 9.67 -3.65 0.66
C 9.46 -2.11 0.34
C 8.32 -1.57 1.24
C 8.68 -1.24 2.65
C 9.88 -0.31 2.63
C 11.14 -0.86 1.95
N 10.71 -1.33 0.55
O 11.79 -1.66 -0.26
C 12.07 0.42 1.67
C 11.84 -1.86 2.75
C 9.00 -2.07 -1.10
H 9.93 -3.84 1.70
H 10.47 -4.02 0.01
H 8.77 -4.20 0.40
H 7.65 -0.81 0.83
H 7.66 -2.42 1.41
H 8.91 -2.19 3.15
H 7.84 -0.88 3.24
H 10.12 0.12 3.60
H 9.53 0.52 2.02
H 11.53 1.25 1.21
H 12.49 0.79 2.60
H 12.92 0.20 1.03
H 12.08 -1.53 3.77
H 11.39 -2.84 2.67
H 12.78 -2.05 2.23
H 8.99 -0.99 -1.29
H 7.99 -2.44 -1.27
H 9.63 -2.60 -1.80
H 11.58 -1.20 -1.08
C -6.37 -2.30 1.45
C -7.36 -2.27 2.63
C -6.97 -3.38 3.71
C -5.86 -2.97 4.71
C -6.32 -1.59 5.33
C -6.52 -0.48 4.23
N -7.53 -0.87 3.18
O -7.87 0.13 2.19
C -7.06 0.67 5.08
C -5.17 0.06 3.54
C -8.79 -2.62 2.13
H -5.32 -2.37 1.74
H -6.43 -1.38 0.87
H -6.61 -3.14 0.80
H -7.85 -3.66 4.29
H -6.65 -4.27 3.16
H -4.83 -2.95 4.37
H -5.88 -3.67 5.54
H -5.65 -1.28 6.13
H -7.27 -1.78 5.82
H -7.99 0.33 5.55
H -6.37 0.97 5.87
H -7.25 1.54 4.45
H -5.28 0.80 2.74
H -4.55 0.51 4.32
H -4.59 -0.71 3.03
H -9.05 -2.23 1.15
H -9.48 -2.22 2.88
H -8.99 -3.69 2.15
H -8.75 0.40 2.48
C -6.56 -0.56 -10.86
C -5.81 -0.19 -9.64
C -6.64 0.95 -8.92
C -6.10 1.41 -7.51
C -6.36 0.19 -6.61
C -5.49 -1.02 -7.14
N -5.67 -1.26 -8.64
O -5.03 -2.42 -9.16
C -3.95 -0.73 -6.83
C -6.10 -2.30 -6.50
C -4.40 0.38 -10.04
H -6.74 0.30 -11.50
H -7.55 -1.01 -10.75
H -5.99 -1.31 -11.40
H -6.49 1.90 -9.44
H -7.72 0.81 -8.91
H -6.59 2.30 -7.11
H -5.06 1.73 -7.57
H -7.43 0.01 -6.73
H -6.11 0.43 -5.58
H -3.75 -0.35 -5.83
H -3.23 -1.54 -6.92
H -3.47 -0.05 -7.53
H -6.40 -2.19 -5.46
H -7.10 -2.38 -6.94
H -5.61 -3.26 -6.59
H -4.15 1.34 -9.58
H -4.33 0.89 -11.00
H -3.61 -0.36 -9.93
H -5.70 -2.95 -9.59
C -1.23 6.39 6.13
C -0.33 5.29 6.79
C 1.14 5.86 7.06
C 1.26 6.75 8.34
C 0.62 6.09 9.66
C -0.76 5.56 9.40
N -0.83 4.73 8.07
O -1.99 4.03 7.93
C -1.10 4.63 10.55
C -1.85 6.66 9.27
C -0.08 4.05 5.82
H -2.29 6.27 6.32
H -1.00 6.54 5.08
H -1.15 7.37 6.60
H 1.91 5.10 7.21
H 1.56 6.39 6.21
H 0.69 7.61 8.00
H 2.28 7.07 8.54
H 0.53 6.81 10.47
H 1.30 5.30 10.00
H -2.12 4.25 10.46
H -0.43 3.77 10.51
H -1.10 5.13 11.52
H -1.46 7.51 8.70
H -2.81 6.38 8.81
H -2.10 6.99 10.27
H -1.03 3.54 5.64
H 0.63 3.37 6.28
H 0.36 4.37 4.88
H -1.63 3.20 8.24
C -0.89 -2.78 9.44
C 0.65 -2.74 9.46
C 1.26 -4.08 9.86
C 1.36 -5.18 8.75
C 2.12 -4.51 7.66
C 1.39 -3.27 6.98
N 1.15 -2.35 8.10
O 0.63 -1.21 7.62
C 2.29 -2.63 5.90
C 0.11 -3.81 6.18
C 1.08 -1.69 10.52
H -1.28 -3.35 10.29
H -1.29 -3.13 8.49
H -1.23 -1.74 9.47
H 2.25 -3.91 10.27
H 0.57 -4.49 10.61
H 0.36 -5.32 8.35
H 1.75 -6.09 9.19
H 2.58 -5.05 6.83
H 3.05 -4.09 8.03
H 2.52 -3.48 5.27
H 1.80 -1.81 5.37
H 3.18 -2.15 6.30
H 0.34 -4.56 5.42
H -0.70 -4.19 6.80
H -0.34 -3.00 5.61
H 0.41 -0.83 10.52
H 2.08 -1.40 10.20
H 1.04 -2.10 11.53
H 1.25 -0.52 7.87
C 2.48 2.29 -7.94
C 3.75 1.90 -7.21
C 3.54 0.43 -6.67
C 4.74 -0.13 -5.83
C 5.92 -0.22 -6.81
C 6.24 1.11 -7.60
N 4.99 1.79 -8.12
O 5.35 2.97 -8.83
C 6.96 2.08 -6.60
C 7.25 0.72 -8.73
C 3.82 2.82 -5.97
H 2.34 2.08 -9.00
H 2.38 3.37 -7.97
H 1.62 1.79 -7.49
H 2.73 0.40 -5.94
H 3.24 -0.21 -7.49
H 4.48 -1.15 -5.56
H 5.05 0.44 -4.96
H 5.69 -1.03 -7.51
H 6.71 -0.57 -6.15
H 6.40 2.30 -5.69
H 7.95 1.73 -6.32
H 7.14 3.06 -7.04
H 6.93 -0.10 -9.38
H 7.26 1.57 -9.41
H 8.28 0.48 -8.46
H 4.37 3.68 -6.33
H 4.29 2.32 -5.12
H 2.88 3.24 -5.60
H 5.50 2.64 -9.72
C 2.56 -6.60 -0.98
C 1.32 -7.46 -1.47
C 0.75 -8.30 -0.31
C -0.46 -9.06 -0.67
C -1.56 -8.19 -1.26
C -1.14 -7.31 -2.42
N 0.21 -6.68 -2.11
O 0.57 -5.97 -3.22
C -1.16 -8.13 -3.70
C -2.20 -6.20 -2.49
C 2.12 -8.32 -2.45
H 3.09 -7.19 -0.23
H 2.18 -5.65 -0.59
H 3.24 -6.41 -1.82
H 1.50 -8.96 0.10
H 0.42 -7.62 0.48
H -0.80 -9.59 0.22
H -0.23 -9.76 -1.48
H -2.22 -7.68 -0.55
H -2.28 -8.96 -1.55
H -0.71 -7.52 -4.48
H -0.54 -9.03 -3.73
H -2.19 -8.43 -3.86
H -1.75 -5.36 -3.01
H -3.09 -6.53 -3.01
H -2.46 -5.76 -1.53
H 1.53 -9.13 -2.89
H 2.98 -8.88 -2.07
H 2.49 -7.70 -3.27
H 0.35 -5.09 -2.91
C -2.99 9.34 -4.13
C -3.81 8.01 -4.44
C -3.06 7.04 -5.38
C -1.87 6.37 -4.73
C -2.52 5.50 -3.61
C -3.36 6.33 -2.53
N -4.26 7.28 -3.24
O -5.10 8.02 -2.39
C -4.30 5.35 -1.78
C -2.48 7.07 -1.49
C -5.09 8.44 -5.25
H -2.62 9.84 -5.02
H -2.12 9.06 -3.54
H -3.51 10.09 -3.54
H -3.76 6.36 -5.85
H -2.61 7.62 -6.19
H -1.14 7.09 -4.35
H -1.37 5.79 -5.51
H -1.63 5.02 -3.19
H -3.17 4.72 -4.00
H -4.67 4.42 -2.22
H -3.81 5.00 -0.86
H -5.02 5.90 -1.18
H -1.73 6.34 -1.18
H -1.90 7.95 -1.80
H -3.05 7.37 -0.61
H -4.87 9.12 -6.07
H -5.86 9.02 -4.75
H -5.57 7.63 -5.81
H -5.91 7.50 -2.44
*
```

Here are the Mulliken charges for atoms 1 to 5, given in e:
1 C -0.97
2 S 0.53
3 O -0.61
4 C -0.92
5 H 0.30